# C6H4N2O2

A 2-piece molecular cluster, C6H4N2O2 overall at a distorted geometry (the ωB97M-V functional and the def2-TZVPD basis, the OMol25 dataset).

CARTESIAN COORDINATES (ANGSTROEM)
N  0.903  2.401  2.890
C  0.489  2.099  1.821
C  -0.435  1.572  0.917
C  -0.917  0.947  -0.011
C  -1.149  -0.048  -1.000
C  -0.995  0.063  -2.421
N  -0.700  -1.101  -2.930
O  -1.062  -2.022  -1.975
C  -1.197  -1.408  -0.811
H  -1.242  0.908  -3.059
H  -1.103  -2.032  0.074
O  2.785  -0.441  2.081
H  2.266  -0.937  1.426
H  2.356  -0.001  2.998

The gap between HOMO and LUMO is 9.3490 eV. The calculation puts the LUMO energy at -0.569 eV. Its spin multiplicity is 1. For the HOMO energy, the calculation gives -9.92 eV. Its largest force on an atom is 5.10 eV/A. As for the SMILES: N#CC#Cc1cnoc1.O.



# C37H26ClF3HoN3O10SSe

C37H26ClF3HoN3O10SSe as an isolated structure at a distorted geometry (the ωB97M-V functional and the def2-TZVPD basis, the OMol25 dataset).

CARTESIAN COORDINATES (ANGSTROEM)
Ho  16.045  11.197  13.189
O  15.993  14.797  10.581
C  15.962  13.645  11.007
O  16.419  13.208  12.116
C  15.378  12.573  10.146
C  15.027  12.830  8.836
C  14.592  11.779  8.033
C  14.469  10.522  8.598
C  14.800  10.368  9.931
N  15.249  11.362  10.704
H  15.187  13.829  8.432
H  14.395  11.929  6.960
H  14.111  9.635  8.078
H  14.747  9.387  10.400
O  18.811  11.238  19.012
C  18.261  11.115  17.937
C  17.048  11.939  17.488
O  16.496  12.820  18.148
C  16.784  11.492  16.123
C  17.678  10.494  15.732
O  17.610  10.057  14.522
C  18.652  10.193  16.802
O  19.596  9.415  16.774
O  15.905  11.950  15.302
Se  15.781  15.008  14.307
N  14.507  13.912  13.730
C  13.370  14.543  13.890
C  12.121  14.002  13.466
C  11.004  14.744  13.691
C  11.057  16.033  14.342
C  12.228  16.573  14.753
C  13.437  15.833  14.535
N  14.644  16.242  14.853
H  12.060  13.030  12.975
H  10.027  14.394  13.376
H  10.126  16.579  14.469
H  12.288  17.550  15.251
C  19.932  8.748  9.626
C  18.609  8.023  9.386
C  17.953  8.117  8.140
C  16.839  7.351  7.867
Cl  16.056  7.492  6.314
C  16.278  6.528  8.848
C  16.869  6.518  10.102
C  18.031  7.236  10.356
O  18.559  7.046  11.607
C  18.755  8.224  12.402
C  17.640  9.242  12.122
O  17.926  10.409  11.789
O  16.462  8.855  12.259
H  20.379  8.986  8.646
H  20.623  8.098  10.136
H  19.804  9.663  10.199
H  18.322  8.763  7.357
H  15.359  5.990  8.669
H  16.441  5.968  10.937
H  19.708  8.729  12.196
H  18.741  7.932  13.437
F  7.084  6.940  14.788
C  7.977  7.275  15.759
F  7.274  8.007  16.655
F  8.251  6.093  16.378
C  9.171  7.993  15.244
C  9.426  9.332  15.505
C  10.594  9.935  15.023
C  11.493  9.219  14.222
C  11.213  7.859  13.956
C  10.064  7.263  14.443
C  12.681  9.802  13.749
C  13.711  10.360  13.417
H  8.715  9.856  16.133
H  10.821  10.967  15.271
H  11.920  7.276  13.347
H  9.885  6.229  14.165
C  19.439  13.519  12.079
S  19.154  13.009  13.790
C  20.235  11.610  13.773
H  19.173  12.731  11.372
H  20.481  13.788  11.935
H  18.745  14.349  11.902
H  21.266  11.950  13.662
H  19.932  10.954  12.972
H  20.152  11.023  14.673

The gap between HOMO and LUMO (spin up / spin down) is 6.1166 / 6.1159 eV. The calculation puts the LUMO energy (spin up / spin down) at 3.618 / 3.618 eV. Its spin multiplicity is 5. For the HOMO energy (spin up / spin down), the calculation gives -2.50 / -2.50 eV. Its net charge is -2. Its largest force on an atom is 1.22 eV/A.



# C5H14

A 2-piece molecular cluster, C5H14 overall at a distorted geometry (the ωB97M-V functional and the def2-TZVPD basis, the OMol25 dataset).

CARTESIAN COORDINATES (ANGSTROEM)
C  -1.795  -0.920  -0.044
C  -1.890  0.136  -1.134
C  -1.607  1.550  -0.662
H  -2.562  -0.803  0.734
H  -0.811  -0.863  0.427
H  -2.026  -1.926  -0.385
H  -1.151  -0.087  -1.883
H  -2.842  0.046  -1.659
H  -1.627  2.227  -1.501
H  -2.357  1.929  0.042
H  -0.629  1.672  -0.194
C  2.853  0.111  0.322
C  2.246  -0.850  1.341
H  3.509  -0.406  -0.386
H  2.069  0.503  -0.345
H  3.377  0.952  0.757
H  1.544  -1.556  0.900
H  1.683  -0.336  2.119
H  3.079  -1.426  1.757

The gap between HOMO and LUMO is 12.4805 eV. The calculation puts the LUMO energy at 1.128 eV. Its spin multiplicity is 1. For the HOMO energy, the calculation gives -11.35 eV. Its largest force on an atom is 1.49 eV/A. As for the SMILES: CCC.CC.